Density functional theory data (wB97M-V/def2-TZVPD) for a cluster of 3 separate species, C35H71BBrClN2O9 in total.

```
120
Properties=species:S:1:pos:R:3:forces:R:3
C 0.1610 1.7728 -8.8519 0.6 -0.4 0.3
C 0.7838 0.3993 -9.2466 -0.6 0.6 -0.4
C -0.2295 -0.5153 -10.0138 0.9 -0.6 0.7
C -0.8308 -1.6232 -9.0824 -0.6 0.8 -0.9
C -2.1737 -1.1228 -8.4723 0.7 0.1 0.7
C -2.5949 -1.8147 -7.1301 0.1 -0.3 -0.7
C -1.9298 -3.1875 -6.8583 -1.0 -0.2 0.8
C -2.4569 -3.7645 -5.4784 0.8 0.0 -0.8
C -1.2931 -4.0388 -4.4761 -0.8 0.4 0.3
C -1.2243 -2.9855 -3.3218 0.6 -0.2 -0.4
C 0.2259 -2.8946 -2.7548 -0.6 -1.0 0.5
C 0.2555 -2.5444 -1.2315 0.5 0.9 -0.9
C 0.2832 -0.9813 -1.0304 -0.1 -0.3 -0.6
C 1.6034 -0.4683 -0.4120 -0.2 -0.2 0.0
C 1.8743 -0.9799 1.0403 0.1 -0.7 -1.6
O 3.2876 -1.2296 1.1078 -1.1 -0.4 0.9
C 3.5670 -2.4937 1.7335 1.1 0.1 -0.3
B 5.0592 -2.4311 2.3225 -0.1 0.0 -0.1
O 5.5917 -3.5763 2.8938 -0.5 0.7 0.3
N 5.8542 -1.1796 2.2346 0.8 -0.8 0.8
C 7.2010 -1.4752 1.7247 0.7 -0.1 -0.6
C 6.0271 -0.6054 3.5903 -0.4 0.4 0.4
C 1.3769 -0.0195 2.1639 1.0 2.0 0.3
C 2.6107 0.9090 2.5489 -1.6 1.1 0.9
C 3.1087 1.8170 1.4180 -1.6 -0.8 1.6
O 4.0735 1.5806 0.8439 3.1 -0.4 -1.9
Cl 2.2270 3.3133 0.9002 -0.3 0.0 0.5
N 0.9992 -0.6578 3.4242 0.8 -1.2 -1.5
C 0.1524 -1.6097 3.3801 -0.5 -0.8 0.9
C 0.3482 -2.7424 4.4141 -1.2 1.3 0.5
C -1.0720 -1.7482 2.4615 1.1 -0.4 -0.3
O 0.3955 0.8597 1.5786 -0.4 -0.4 0.4
C -0.3851 1.5461 2.5285 -1.1 0.9 0.5
C -0.9226 2.8976 1.9652 -1.2 -0.6 -0.4
C -2.0808 3.3437 2.8812 0.6 -0.9 -2.6
O -1.9083 3.6817 3.9649 0.4 1.0 3.4
Br -3.9425 3.3535 2.2370 0.1 -0.3 -0.4
H -0.7207 1.6564 -8.2025 0.2 0.0 -0.3
H 0.9107 2.3373 -8.2676 -0.4 0.0 -0.3
H -0.1200 2.3476 -9.7499 0.1 -0.2 0.4
H 1.6573 0.6143 -9.8874 -0.3 -0.1 0.2
H 1.1776 -0.1127 -8.3511 -0.2 0.2 -0.3
H 0.3397 -1.0365 -10.8033 -0.4 0.3 0.1
H -1.0247 0.1039 -10.4651 0.3 -0.3 0.0
H -1.0241 -2.5143 -9.7035 0.1 0.1 0.4
H -0.0692 -1.8700 -8.3289 -0.4 0.0 -0.2
H -2.9732 -1.2069 -9.2268 0.3 -0.1 0.2
H -2.0424 -0.0401 -8.2892 -0.2 -0.4 0.0
H -3.6860 -1.9829 -7.1842 0.4 0.1 0.3
H -2.4136 -1.1645 -6.2563 0.0 -0.1 -0.4
H -0.8328 -3.1413 -6.8171 -0.4 0.1 -0.2
H -2.2224 -3.9127 -7.6383 0.3 0.4 0.1
H -2.9950 -4.7001 -5.7107 0.1 0.4 0.3
H -3.1766 -3.0348 -5.0669 0.2 -0.5 0.0
H -0.3210 -4.0657 -4.9969 -0.4 -0.1 0.1
H -1.4635 -5.0269 -4.0139 0.3 0.3 -0.1
H -1.5803 -1.9962 -3.6642 0.1 -0.4 0.1
H -1.9121 -3.3250 -2.5284 0.2 0.3 -0.2
H 0.6502 -3.9120 -2.8855 -0.1 0.4 0.1
H 0.8617 -2.2213 -3.3536 -0.3 -0.1 0.3
H -0.6358 -3.0102 -0.7838 0.5 0.1 0.2
H 1.1975 -2.9506 -0.8173 -0.6 -0.1 0.1
H -0.6275 -0.6028 -0.5360 0.5 -0.1 0.1
H 0.2449 -0.5675 -2.0580 -0.1 0.1 0.5
H 1.6685 0.6243 -0.5210 -0.1 -0.3 0.2
H 2.4212 -0.8863 -1.0291 -0.3 0.2 0.4
H 1.4160 -1.9890 1.0736 -0.3 0.7 0.4
H 3.5694 -3.2958 0.9579 -0.2 0.2 0.3
H 2.8209 -2.7708 2.4989 0.3 0.2 -0.2
H 6.2727 -3.3147 3.5347 0.1 -0.4 -0.5
H 7.7749 -0.5516 1.5191 -0.4 -0.3 0.2
H 7.8272 -2.0721 2.4305 -0.3 0.2 -0.2
H 7.1926 -2.0440 0.7768 -0.3 0.3 0.4
H 7.0434 -0.7817 4.0002 -0.4 0.0 -0.2
H 5.3192 -1.0389 4.3264 0.2 0.2 -0.3
H 5.8685 0.4887 3.6041 0.1 -0.4 -0.1
H 3.4184 0.3307 3.0134 -0.1 0.2 -0.8
H 2.2501 1.5813 3.3554 0.0 -0.3 -0.4
H -0.4974 -3.4472 4.3825 0.6 0.0 -0.1
H 0.2779 -2.2449 5.4028 0.3 -0.4 -0.3
H 1.3270 -3.2291 4.3211 -0.3 0.2 -0.1
H -0.7710 -1.4886 1.4351 -0.4 0.0 0.3
H -1.4078 -2.7959 2.4983 -0.1 0.5 -0.2
H -1.8854 -1.0810 2.7818 0.3 -0.2 0.0
H 0.1260 1.7864 3.4753 0.1 -0.3 -0.4
H -1.2933 0.9742 2.8147 0.5 -0.1 -0.2
H -0.1665 3.6897 2.0098 -0.3 -0.3 -0.2
H -1.3553 2.7505 0.9632 0.6 0.2 0.2
C -0.3019 8.5058 -0.5011 0.0 0.1 0.0
O -1.6381 8.9437 -0.6905 0.1 -0.3 0.0
C -2.3514 8.1491 -1.6276 -0.2 0.3 0.2
C -3.2489 7.1374 -0.9384 0.2 -0.3 -0.2
O -2.4939 6.1702 -0.2224 0.1 0.2 0.1
C -2.4304 6.4418 1.1688 -0.1 0.0 -0.1
H 0.0780 8.9682 0.4094 -0.1 0.1 0.0
H -0.2378 7.4207 -0.3948 0.0 0.0 0.0
H 0.3183 8.8273 -1.3446 0.1 -0.1 0.0
H -1.6632 7.6507 -2.3178 0.0 -0.1 0.1
H -2.9777 8.8296 -2.2131 0.0 0.0 0.0
H -3.8177 6.5971 -1.7015 0.0 0.0 0.0
H -3.9637 7.6387 -0.2783 0.1 0.1 0.0
H -3.3704 6.1529 1.6456 0.0 0.1 0.1
H -2.2261 7.4953 1.3729 0.0 0.0 0.0
H -1.6226 5.8439 1.5923 0.0 0.0 -0.1
C -3.9866 -3.1565 8.9727 -0.1 0.0 0.1
O -3.3694 -2.0904 9.6763 0.1 -0.1 -0.2
C -1.9861 -2.3121 9.9120 -0.1 0.4 0.1
C -1.1198 -1.5666 8.9134 0.2 -0.4 0.0
O -1.2936 -2.0661 7.5930 -0.3 0.2 0.0
C -2.1652 -1.2553 6.8171 0.2 0.0 -0.1
H -4.9426 -2.7992 8.5913 0.0 0.0 0.1
H -3.3798 -3.4970 8.1309 0.0 0.0 0.0
H -4.1701 -3.9947 9.6532 0.0 -0.1 -0.1
H -1.7569 -3.3824 9.9022 0.0 0.0 -0.1
H -1.7675 -1.9325 10.9150 0.0 0.0 0.0
H -0.0691 -1.7221 9.1773 0.0 0.0 0.0
H -1.3202 -0.4916 8.9512 -0.1 0.0 0.0
H -1.6326 -0.3590 6.4812 -0.1 0.1 0.0
H -3.0565 -0.9624 7.3753 0.0 0.0 0.0
H -2.4752 -1.8284 5.9424 0.1 0.0 0.0
```
Forces are in eV/Å.

The total energy comes out at -142091.916 eV. The SMILES is CCCCCCCCCCCCCC[C@@H](OCB(O)N(C)C)[C@](CC(=O)Cl)(N=C(C)C)OCCC(=O)Br.COCCOC.COCCOC. As for the spin multiplicity: 1. The value obtained for the highest occupied orbital energy is -8.8863 eV. The value obtained for the frontier orbital gap is 9.31 eV. The calculation puts the LUMO energy at 0.423 eV.